The following is a DFT calculation (ωB97M-V with the def2-TZVPD basis set) of a 5-piece molecular cluster, C21H35BrF12O9P overall at a distorted geometry.

ORCA input file:
```
! RIJCOSX wB97M-V def2-TZVPD def2/J DEFGRID3
* xyz -1 1
C 1.586 1.506 3.355
O 1.772 0.265 2.701
C 1.409 -0.877 3.452
C -0.055 -1.311 3.250
C -0.955 -0.796 4.363
C -2.410 -1.250 4.249
P -3.574 0.144 3.644
Br -5.021 1.972 3.038
H 1.026 2.163 2.698
H 2.541 1.990 3.560
H 1.055 1.414 4.295
H 2.069 -1.684 3.137
H 1.585 -0.734 4.518
H -0.378 -0.924 2.288
H -0.045 -2.397 3.242
H -0.947 0.292 4.374
H -0.541 -1.149 5.306
H -2.763 -1.480 5.251
H -2.530 -2.162 3.671
H -2.465 0.920 3.101
H -3.437 0.776 4.953
H -4.729 -0.586 4.156
H -3.790 -0.427 2.334
C 2.880 6.005 1.972
C 2.432 6.605 3.287
O 1.020 6.412 3.491
C 0.665 5.204 3.923
O 1.403 4.297 4.169
C -0.860 5.142 4.110
F -1.490 5.663 3.046
F -1.207 5.860 5.197
F -1.258 3.890 4.279
H 2.295 6.417 1.152
H 3.934 6.219 1.795
H 2.742 4.926 1.968
H 2.582 7.683 3.287
H 2.985 6.193 4.130
C -0.314 -4.437 -2.608
C -0.173 -4.127 -1.132
O -1.261 -3.317 -0.659
C -2.397 -3.952 -0.399
O -2.600 -5.125 -0.521
C -3.429 -2.948 0.140
F -3.467 -1.848 -0.631
F -3.092 -2.596 1.381
F -4.650 -3.489 0.152
H -0.412 -3.515 -3.180
H 0.560 -4.982 -2.963
H -1.198 -5.042 -2.802
H 0.721 -3.535 -0.952
H -0.099 -5.034 -0.534
C -2.252 2.664 -0.392
C -1.481 2.512 -1.684
O -0.504 3.570 -1.841
C 0.634 3.403 -1.190
O 0.965 2.462 -0.534
C 1.541 4.620 -1.426
F 0.872 5.772 -1.248
F 2.028 4.619 -2.681
F 2.575 4.605 -0.580
H -2.718 3.648 -0.340
H -3.031 1.906 -0.320
H -1.602 2.560 0.475
H -2.150 2.609 -2.537
H -0.988 1.544 -1.757
C 3.848 -4.535 -8.310
C 3.186 -3.919 -7.096
O 1.797 -4.293 -7.005
C 1.551 -5.500 -6.516
O 2.357 -6.299 -6.143
C 0.032 -5.726 -6.447
F -0.566 -5.365 -7.594
F -0.488 -4.992 -5.451
F -0.245 -7.009 -6.218
H 3.301 -4.271 -9.215
H 4.872 -4.176 -8.400
H 3.868 -5.621 -8.238
H 3.185 -2.834 -7.172
H 3.700 -4.188 -6.175
*
```

Values from the calculation:
LUMO level (eV): 1.77
E_HOMO (eV): -3.90
HOMO-LUMO gap (eV): 5.7